Entry 1:
This record from the Open Molecules 2025 dataset describes C41H50N7O2RhS as an isolated structure. The level of theory is the ωB97M-V functional and the def2-TZVPD basis.

Summary:
* max |F|: 0.4 eV Å⁻¹
* HOMO energy (alpha / beta): -6.69 / -7.86 eV
* spin multiplicity: 5
* energy above the lowest of the compared OMol25 structures with the same formula, charge and spin: 0.00 kJ/mol
* orbital gap (alpha / beta): 0.2601 / 0.2529 Ha
* total energy: -2634.8426 Ha

```
102
Properties=species:S:1:pos:R:3:forces:R:3:lowdin_charge:R:1
Rh -0.697301 0.419382 0.394044 -0.01 -0.26 0.25 1.1482
N -2.381652 -4.102653 4.960781 0.02 0.04 0.07 0.1128
C -1.830598 -2.845366 4.742054 -0.09 -0.04 -0.04 -0.3197
C -0.592690 -2.496931 5.279079 0.05 0.05 0.01 -0.0328
C -0.066887 -1.229993 5.071796 -0.03 -0.04 -0.03 -0.0597
C -0.778956 -0.305032 4.328045 -0.04 0.04 0.03 -0.3061
C -2.024416 -0.635988 3.806913 0.01 0.01 -0.05 -0.0683
C -2.549000 -1.893075 4.009119 0.04 -0.05 0.00 -0.0237
S -0.089707 1.278703 3.979315 -0.02 -0.09 0.09 0.5959
O 1.028968 1.480591 4.851172 -0.02 -0.02 -0.04 -0.2935
O -1.181957 2.223797 4.027634 0.02 -0.01 0.02 -0.3349
N 0.304819 1.102130 2.416413 -0.01 0.13 -0.28 -0.1508
C 1.549904 1.141227 1.890979 -0.12 0.02 0.20 -0.4739
N 1.528072 0.805530 0.572800 0.16 0.09 -0.16 0.0185
C 2.665380 0.867656 -0.114616 -0.06 -0.09 -0.03 -0.1120
C 3.848100 1.243100 0.485065 0.03 -0.01 -0.01 -0.0522
C 3.776970 1.527118 1.844229 0.02 0.01 0.02 -0.1203
N 2.662506 1.481852 2.550613 0.03 0.03 0.00 0.1418
H -1.726306 -4.822671 5.217875 -0.01 -0.01 -0.01 0.0898
H -3.035382 -4.401441 4.254317 0.02 -0.01 0.00 0.0628
H -0.037795 -3.225417 5.858487 0.01 0.00 0.01 0.1113
H 0.897397 -0.951984 5.474345 0.02 0.00 0.03 0.1149
H -2.581864 0.102032 3.241879 0.01 0.02 0.02 0.0905
H -3.513441 -2.156508 3.592556 -0.01 0.00 -0.01 0.1054
H 2.618424 0.599212 -1.163487 -0.04 0.04 -0.02 0.1018
H 4.771599 1.303356 -0.069353 0.01 -0.01 0.00 0.0982
H 4.669367 1.809036 2.394669 0.01 0.01 0.00 0.1117
C 0.833469 4.377899 -0.637585 0.04 -0.05 0.00 -0.0612
C 0.022864 3.325763 -1.388693 -0.14 -0.03 0.03 -0.3925
C -1.173785 3.963551 -2.102323 0.06 -0.01 0.01 -0.0516
C 0.822567 2.499750 -2.373359 0.09 0.05 0.06 -0.1552
C 1.882475 3.074815 -3.059634 -0.08 -0.06 0.03 -0.0358
C 2.619923 2.348054 -3.980087 0.00 -0.04 -0.01 -0.0697
C 2.312350 1.017405 -4.187225 0.05 0.06 -0.04 -0.0496
C 1.274609 0.385200 -3.507192 0.05 0.00 -0.02 -0.1445
C 1.131115 -1.114927 -3.709745 -0.10 -0.03 0.05 -0.3873
C 0.696388 -1.450975 -5.138032 0.03 0.01 0.03 -0.0557
C 2.414769 -1.862747 -3.343272 0.00 -0.01 -0.01 -0.0617
C 0.489138 1.148761 -2.616872 0.02 0.02 0.06 -0.1831
N -0.537046 0.552780 -1.858177 0.01 -0.05 0.04 -0.0095
C -1.397367 -0.280600 -2.434053 -0.04 0.06 0.02 -0.1982
C -2.102609 -1.188952 -1.643808 -0.07 -0.09 -0.08 -0.1773
N -1.869520 -1.270247 -0.334099 0.06 0.19 -0.08 -0.0527
C -2.512671 -2.314733 0.379182 -0.08 0.03 0.03 -0.1687
C -1.751067 -3.399894 0.844048 0.03 -0.06 0.05 -0.1313
C -2.412936 -4.442437 1.484322 0.00 0.01 0.02 -0.0498
C -3.783860 -4.421685 1.690465 0.00 0.06 -0.07 -0.0966
C -4.515216 -3.330806 1.255967 0.04 -0.05 0.02 -0.0496
C -3.899868 -2.269440 0.598961 0.01 0.01 0.00 -0.1426
C -4.743257 -1.081257 0.180224 0.03 0.01 0.00 -0.3805
C -5.878164 -1.481108 -0.762081 0.01 -0.01 0.00 -0.0537
C -5.280825 -0.339576 1.404864 0.00 0.00 -0.01 -0.0448
C -0.242287 -3.512471 0.694075 0.01 0.01 -0.01 -0.3511
C 0.519761 -2.481823 1.530781 -0.04 0.00 -0.02 -0.0401
C 0.250208 -3.499971 -0.754559 0.00 -0.01 0.04 -0.0541
H 0.219242 4.815867 0.150787 0.00 0.00 0.02 0.0821
H 1.159510 5.195172 -1.283263 0.00 0.00 -0.03 0.0732
H 1.716365 3.935799 -0.170691 0.00 0.02 0.00 0.0786
H -0.365237 2.639564 -0.631577 0.02 0.12 -0.16 0.0640
H -0.823527 4.710692 -2.819167 -0.01 0.00 0.00 0.0865
H -1.843084 4.455818 -1.392720 0.01 0.01 0.01 0.0753
H -1.743823 3.215546 -2.655380 -0.02 -0.01 0.01 0.0738
H 2.141249 4.107438 -2.871121 -0.01 0.04 0.01 0.1073
H 3.438778 2.810917 -4.515118 0.00 0.00 -0.01 0.1023
H 2.910010 0.440444 -4.882113 0.02 -0.02 -0.01 0.1086
H 0.363215 -1.485803 -3.034091 0.05 -0.01 -0.05 0.0842
H 1.447873 -1.123767 -5.859557 0.00 -0.01 -0.01 0.0775
H -0.242106 -0.958709 -5.397570 -0.01 0.01 0.01 0.0735
H 0.562927 -2.527800 -5.255430 0.00 -0.01 -0.01 0.0805
H 3.247529 -1.586445 -3.991131 0.02 0.01 -0.01 0.0741
H 2.257184 -2.938236 -3.445026 0.01 -0.01 0.00 0.0793
H 2.706919 -1.666730 -2.309733 0.00 0.03 0.00 0.0737
H -1.524819 -0.295143 -3.513697 0.00 0.00 0.00 0.1202
H -2.792102 -1.888392 -2.112276 0.01 0.01 0.00 0.1310
H -1.832544 -5.293104 1.823082 0.00 -0.01 0.01 0.1123
H -4.279093 -5.251951 2.179296 0.00 -0.02 0.00 0.1048
H -5.583839 -3.299641 1.429783 -0.03 0.00 -0.01 0.1125
H -4.099453 -0.391128 -0.359100 -0.02 -0.04 0.02 0.0773
H -6.585947 -2.152625 -0.273017 -0.01 -0.01 0.00 0.0750
H -5.495065 -1.989444 -1.648230 0.00 -0.01 -0.01 0.0785
H -6.431432 -0.597709 -1.086394 -0.01 0.01 0.00 0.0779
H -5.946691 -0.975452 1.992209 -0.01 0.00 0.00 0.0824
H -5.841485 0.546283 1.099414 -0.01 0.01 0.01 0.0757
H -4.468346 -0.016716 2.056702 0.01 0.02 0.00 0.0628
H 0.007943 -4.495802 1.104224 -0.01 0.01 0.01 0.1248
H 0.517298 -1.499453 1.044901 0.01 -0.08 0.03 0.0209
H 1.567991 -2.772987 1.626003 0.02 0.02 -0.02 0.0925
H 0.101056 -2.371579 2.530735 -0.02 -0.01 0.01 0.0656
H 0.150782 -2.506531 -1.187763 0.01 0.01 -0.01 0.0452
H -0.305771 -4.205822 -1.374355 -0.01 0.00 -0.01 0.0899
H 1.306297 -3.775619 -0.787331 0.01 -0.01 0.00 0.0817
C -4.640126 3.607398 0.420460 -0.02 0.00 -0.01 -0.0567
C -3.740924 3.566633 1.471074 -0.01 -0.02 0.01 -0.0336
C -2.670733 2.688526 1.405554 0.04 0.06 -0.03 -0.1091
N -2.474585 1.882135 0.355252 0.00 0.03 0.07 -0.0098
C -3.340277 1.930441 -0.661455 -0.01 0.02 0.06 -0.1645
C -4.437205 2.770757 -0.666659 0.02 0.00 -0.01 -0.0538
H -5.486697 4.281108 0.444397 -0.01 0.01 0.00 0.1112
H -3.855408 4.196659 2.341320 0.01 0.01 0.01 0.1146
H -1.951909 2.625093 2.214761 -0.04 -0.01 -0.03 0.0666
H -3.137983 1.266334 -1.489943 0.03 0.00 -0.06 0.0911
H -5.109401 2.772256 -1.513127 -0.01 -0.01 -0.01 0.1120
```
Forces are in eV/Å.


Entry 2:
This record from the Open Molecules 2025 dataset describes C41H51N3O2PdSiTe as an isolated structure at a distorted geometry. The level of theory is the ωB97M-V functional and the def2-TZVPD basis.

Summary:
* max |F|: 5.3 eV Å⁻¹
* HOMO energy (alpha / beta): -5.95 / -7.13 eV
* spin multiplicity: 3
* energy above the lowest of the compared OMol25 structures with the same formula, charge and spin: 53.56 kJ/mol
* orbital gap (alpha / beta): 0.2049 / 0.2415 Ha
* total energy: -2592.8390 Ha

```
100
Properties=species:S:1:pos:R:3:forces:R:3:lowdin_charge:R:1
Pd -0.555958 -1.136578 -0.136597 0.23 0.44 -0.62 0.7632
C 3.389425 4.476558 2.215237 -0.67 0.11 -1.23 -0.0563
C 2.405522 3.470669 1.616949 -0.77 -0.51 0.27 -0.2427
C 1.303766 3.941131 0.844245 0.76 0.04 -0.57 0.0080
C 0.401113 3.089549 0.238842 0.93 -1.85 0.67 -0.0778
C -0.731302 3.539172 -0.569246 -0.88 0.56 0.76 -0.2854
O -1.868597 3.105265 -0.359412 1.56 0.89 -0.90 0.0831
C -0.429613 4.687221 -1.513445 -2.28 -0.22 -0.91 -0.1369
C -1.582195 5.319748 -2.008775 1.28 0.55 -0.27 -0.0043
C -1.468253 6.420749 -2.857289 -1.00 -0.81 1.18 -0.0842
C -0.263532 6.803974 -3.377396 0.93 -0.29 -0.04 -0.0981
C 0.882354 6.129126 -2.967588 0.86 -0.50 0.11 -0.0658
C 0.794971 5.089156 -2.012034 -0.07 0.72 -0.47 -0.0349
C 0.533650 1.619432 0.368026 0.58 1.29 0.46 -0.2618
O -0.233306 0.908903 -0.348734 0.10 0.24 0.05 -0.1458
C 1.539663 1.156155 1.318793 -1.62 0.99 -1.30 -0.1055
C 2.440571 2.093980 1.865319 0.19 0.96 0.18 -0.0071
C 1.696718 -0.244637 1.573872 0.53 -0.45 0.31 -0.2446
N 1.385707 -1.149690 0.689337 0.85 -0.33 -1.39 -0.0583
C 2.289059 -2.181177 0.067220 -2.24 -1.47 0.86 -0.3056
C 3.588532 -1.554833 -0.465584 1.82 -0.62 2.85 -0.5726
Te 4.339947 -2.149079 -2.337103 -1.33 1.01 -0.40 1.2399
C 3.138872 -0.525151 -3.163374 2.11 -0.35 -0.76 -0.5070
C 3.878041 0.297130 -4.031950 -0.72 0.71 0.43 -0.1618
C 3.192150 1.310563 -4.694526 -0.31 -1.19 0.24 -0.0914
C 1.811558 1.397710 -4.557496 -0.36 1.56 -0.89 -0.1033
C 1.079271 0.666430 -3.647280 0.95 -0.42 -0.30 -0.0593
C 1.810409 -0.287755 -2.938244 -1.40 -0.58 0.72 -0.1453
C 2.169846 -0.596346 2.918563 1.78 -0.11 0.89 -0.1479
C 3.000902 -1.737107 3.190012 -0.22 1.19 -1.34 -0.0193
C 3.392378 -2.009918 4.455265 0.35 -0.05 1.69 -0.0764
C 2.913340 -1.222956 5.547432 0.84 -2.32 -0.68 -0.0786
C 2.140803 -0.145870 5.310877 -0.57 1.20 -0.85 -0.0737
C 1.866260 0.248431 3.989187 -1.08 -0.55 0.32 -0.0376
H 3.730037 5.177373 1.423788 0.06 -0.51 0.34 0.0807
H 4.233867 3.959651 2.633386 0.42 -0.04 0.29 0.0625
H 2.918467 5.128978 2.949894 -0.04 -0.23 0.28 0.0734
H 1.281628 5.019390 0.595938 -0.28 -0.61 0.42 0.1306
H -2.532591 4.924745 -1.737514 -0.60 0.01 0.43 0.1061
H -2.361939 6.994118 -2.965962 -0.46 0.28 -0.80 0.0971
H -0.221566 7.567985 -4.135280 0.15 0.32 0.06 0.1008
H 1.872826 6.401558 -3.401679 -0.91 -0.29 0.48 0.1124
H 1.645215 4.567717 -1.639867 0.81 -0.12 -0.11 0.0992
H 3.214068 1.674787 2.503886 0.07 0.31 -0.10 0.1187
H 1.642252 -2.625697 -0.756369 0.92 0.66 0.65 0.0652
H 2.393602 -3.092898 0.755806 0.51 1.16 -0.79 0.1156
H 4.484193 -1.881120 0.218617 -1.71 0.70 -0.83 0.0577
H 3.542684 -0.451004 -0.371068 0.03 -0.67 -0.45 0.0696
H 4.958123 0.260295 -4.060314 0.01 -0.31 -0.25 0.0763
H 3.669479 1.950993 -5.402612 0.42 0.37 -0.20 0.0941
H 1.348487 2.161095 -5.194525 -0.18 -0.34 0.37 0.1073
H 0.000096 0.747246 -3.555842 0.24 0.12 0.24 0.1146
H 1.259861 -0.841047 -2.182816 0.18 -0.20 -0.12 0.0524
H 3.467007 -2.253932 2.353539 -0.40 -0.15 0.21 0.0896
H 4.094099 -2.832681 4.686571 -0.55 0.49 -0.30 0.1139
H 3.130320 -1.655677 6.508483 0.00 0.50 0.50 0.1001
H 1.674282 0.461128 6.064837 0.21 0.01 0.53 0.1065
H 1.230458 1.144154 3.891151 0.46 -0.65 -0.32 0.1316
C -1.329798 -0.865049 3.052254 0.23 -0.62 -0.38 -0.1986
Si -2.272665 -1.278287 1.440879 -0.47 -0.80 1.28 0.6793
C -2.582724 -3.196301 1.546170 -0.42 1.40 -0.42 -0.6991
C -3.394566 -3.555413 2.759823 -1.44 0.19 0.18 -0.1020
C -1.228016 -3.834416 1.666637 0.77 -0.78 1.15 -0.1417
C -3.200997 -3.643551 0.237940 0.01 2.22 -0.36 -0.1090
C -3.912758 -0.249830 1.309584 1.49 0.59 0.26 -0.6440
C -5.183077 -0.992574 1.582519 -2.14 0.93 1.24 -0.1256
C -3.708062 0.996074 2.232860 -1.23 0.81 -0.86 -0.1007
C -3.998713 0.275693 -0.111670 -0.08 0.62 -0.15 -0.1313
H -1.913425 -0.866955 3.971753 -0.13 0.31 0.03 0.0322
H -0.839889 0.086217 2.867337 -0.01 0.32 0.39 0.0053
H -0.521972 -1.608051 3.195453 -0.30 0.29 -0.16 0.0256
H -4.488264 -3.269389 2.690067 1.29 -0.20 0.08 0.0823
H -2.943054 -3.047648 3.620237 -0.31 -0.35 0.17 0.0715
H -3.371059 -4.641468 2.886248 0.02 -0.11 0.32 0.0814
H -0.896850 -3.777063 2.741862 -0.10 -0.34 -1.01 0.0931
H -0.512264 -3.244588 1.103481 0.53 -0.13 -0.30 0.0114
H -1.185183 -4.897318 1.300780 -0.14 0.77 0.44 0.1022
H -4.022003 -3.006198 -0.168630 0.68 -0.26 0.31 0.0810
H -3.598694 -4.576910 0.386178 -1.02 -2.69 0.10 0.0474
H -2.395973 -3.686789 -0.473903 0.05 -0.06 -0.68 0.0358
H -5.492853 -1.245729 2.607379 1.00 0.04 0.24 0.0787
H -5.302134 -1.912550 1.052469 -0.05 -0.40 -0.72 0.0492
H -6.044161 -0.308527 1.355171 0.52 -0.48 -0.47 0.0956
H -3.883343 0.711302 3.262620 0.58 -0.01 0.42 0.0625
H -4.540914 1.763218 2.045923 0.98 -0.90 -0.09 0.1021
H -2.739954 1.539217 2.039945 -0.89 -0.70 0.37 0.0858
H -4.003209 -0.489623 -0.885090 -0.04 -0.12 -0.05 0.0720
H -3.198877 0.980097 -0.295997 0.51 -0.01 -0.25 0.0481
H -4.899380 0.888003 -0.184476 -0.33 -0.10 -0.21 0.0802
C -1.310903 -3.821758 -4.889840 0.29 0.20 -0.80 -0.0340
N -0.295852 -3.635237 -3.826512 0.69 -0.81 0.17 -0.1957
C 0.983650 -4.461575 -3.761292 -1.90 0.19 -0.64 -0.0074
C -0.590263 -2.895507 -2.792667 -3.27 3.59 2.13 -0.2639
N -1.151989 -2.104819 -2.069052 2.50 -3.19 -2.63 0.1112
H -0.767305 -4.382186 -5.672947 -0.58 0.08 0.30 0.0878
H -1.617482 -2.856592 -5.362220 0.43 -0.53 0.63 0.0999
H -2.257825 -4.339468 -4.603286 0.99 0.15 0.19 0.0992
H 1.465507 -4.184675 -2.809010 0.04 -0.37 -0.62 0.0580
H 1.571880 -4.162799 -4.650814 0.00 -0.43 0.69 0.0913
H 0.648393 -5.538091 -3.803314 0.80 1.02 0.14 0.1022
```
Forces are in eV/Å.